12
Properties=species:S:1:pos:R:3:forces:R:3 method="wB97M-V/def2-TZVPD" gap_ev="6.403 / 7.421" e_lumo_ev="0.3 / -2.3" spin_multiplicity=3 s_squared=2.010 mol_weight_g_mol=120.044 total_charge=0
P 2.0526 -0.6660 0.1681 0.6301 0.1712 -0.1741
O -0.9394 -0.5205 0.6185 -0.2412 0.3195 -0.1615
O -1.4944 0.7611 -1.2671 -0.0991 0.0154 0.1940
O 0.3933 2.5899 0.9062 0.0977 3.0448 2.1647
C 0.9027 0.5819 -0.5997 -1.2552 -0.8025 0.3874
C 0.2864 1.6006 0.2473 0.4230 -1.5064 -1.5245
C -0.5886 0.5085 -0.2501 0.6695 -1.0412 -0.7324
H 1.2031 -1.7499 -0.0325 -0.2053 -0.4640 -0.1194
H -2.2411 1.2814 -0.9419 0.0834 -0.0633 0.0113
H -1.7059 -0.2739 1.1514 -0.0036 0.0362 -0.0949
H 1.5948 -0.4806 1.4724 -0.0130 0.0660 0.3580
H 1.1603 0.8405 -1.6205 -0.0863 0.2243 -0.3086